1.
Here is a structure of composition C40H35IrN3O2P2 in a non-equilibrium geometry from the Open Molecules 2025 dataset. Energies are from ωB97M-V/def2-TZVPD.

Last column: Löwdin charge in e.
Positions of all 83 atoms, in Å:
Ir  -0.05593  0.25340  -0.25957  1.018
O  -1.81546  1.03420  0.77884  -0.352
N  -2.23894  2.24261  0.62060  0.043
N  -1.44876  2.99649  -0.00275  -0.216
O  -0.28601  2.61041  -0.40971  -0.143
C  -1.92459  4.30335  -0.35024  -0.169
C  -2.90886  4.91502  0.41710  -0.014
C  -3.42118  6.12997  0.00021  -0.063
C  -2.95897  6.72119  -1.16895  -0.066
C  -1.95409  6.11430  -1.90687  -0.059
C  -1.42333  4.90326  -1.49507  -0.003
H  -3.26365  4.43656  1.31745  0.111
H  -4.19188  6.61351  0.58408  0.111
H  -3.38901  7.65514  -1.50411  0.111
H  -1.59052  6.57634  -2.81410  0.113
H  -0.64983  4.40084  -2.05889  0.116
C  1.10761  -3.16150  2.04291  -0.283
C  -0.10130  -2.49347  2.68110  -0.290
P  -0.59118  -0.77798  2.12785  1.036
C  -2.38470  -1.07429  2.25322  -0.383
C  -3.01347  -1.08536  3.49415  -0.079
C  -4.35632  -1.42184  3.58223  -0.061
C  -5.07034  -1.74752  2.43976  -0.065
C  -4.43986  -1.75211  1.20283  -0.060
C  -3.09831  -1.42422  1.10984  -0.108
C  -0.11698  0.27156  3.51879  -0.361
C  -0.90740  1.35273  3.90616  -0.087
C  -0.50021  2.15985  4.95569  -0.056
C  0.70234  1.91146  5.60280  -0.058
C  1.51191  0.86213  5.19147  -0.062
C  1.10913  0.04802  4.14621  -0.093
C  0.84964  -3.52175  0.58427  -0.287
P  0.80837  -2.03537  -0.51248  0.975
C  2.56935  -1.53746  -0.30875  -0.388
C  2.87246  -0.56754  0.65334  -0.158
C  4.18286  -0.17564  0.87431  -0.063
C  5.20922  -0.74357  0.13395  -0.061
C  4.91633  -1.69244  -0.83352  -0.057
C  3.60491  -2.08678  -1.05796  -0.075
C  0.60162  -2.72229  -2.17399  -0.348
C  1.27717  -3.85079  -2.63741  -0.096
C  1.05902  -4.30171  -3.92870  -0.059
C  0.16087  -3.64708  -4.75948  -0.053
C  -0.55380  -2.55653  -4.28697  -0.056
C  -0.33961  -2.10308  -2.99613  -0.108
H  1.31608  -4.07977  2.59574  0.124
H  1.99819  -2.53447  2.11621  0.089
H  0.01949  -2.44669  3.76438  0.098
H  -0.98188  -3.10505  2.48056  0.093
H  -2.45966  -0.83628  4.39004  0.110
H  -4.84271  -1.43206  4.54841  0.112
H  -6.12022  -1.99727  2.51214  0.111
H  -4.99901  -2.00925  0.31326  0.111
H  -2.60230  -1.42092  0.14594  0.083
H  -1.84373  1.54308  3.39758  0.104
H  -1.12282  2.98767  5.26713  0.113
H  1.01809  2.54151  6.42308  0.113
H  2.45682  0.67329  5.68268  0.112
H  1.74743  -0.76783  3.82684  0.101
H  -0.09986  -4.05439  0.48476  0.102
H  1.64888  -4.16195  0.20920  0.095
H  2.08212  -0.09266  1.22583  0.056
H  4.40105  0.58493  1.61225  0.114
H  6.23274  -0.43698  0.30143  0.113
H  5.71181  -2.11987  -1.42922  0.114
H  3.39697  -2.80072  -1.84232  0.094
H  1.96640  -4.38674  -1.99788  0.099
H  1.59062  -5.17474  -4.28235  0.114
H  0.00760  -4.00306  -5.76917  0.114
H  -1.27853  -2.05787  -4.91637  0.115
H  -0.90845  -1.26818  -2.60902  0.069
N  2.45364  0.92527  -7.20056  0.167
C  2.13267  0.89698  -6.09747  -0.182
C  1.73286  0.86981  -4.72442  -0.229
C  0.39774  1.08588  -4.38385  -0.030
C  0.02236  1.08258  -3.05144  -0.154
C  0.95782  0.82468  -2.04704  -0.277
C  2.29619  0.69775  -2.38994  -0.093
C  2.68399  0.69953  -3.72135  -0.008
H  -0.33594  1.26197  -5.15912  0.125
H  -1.01411  1.30221  -2.81475  0.100
H  3.06324  0.60288  -1.63245  0.089
H  3.72611  0.57471  -3.98222  0.125

F_max: 0.0478 hartree/bohr
electronic energy: -2646.66189 Ha
HOMO level (spin up / spin down): -0.4050 / -0.4088 hartree
charge: +1
Kohn-Sham gap (spin up / spin down): 6.59 / 6.49 eV



2.
Here is a structure of composition C40H35KN3O2P2 from the Open Molecules 2025 dataset. Energies are from ωB97M-V/def2-TZVPD.

Last column: Löwdin charge in e.
Positions of all 83 atoms, in Å:
K  -1.95524  0.81902  -0.55791  0.639
C  0.26108  -2.26715  1.09232  -0.175
N  0.81735  -0.90486  1.24093  -0.531
P  -0.13016  0.00970  2.36481  1.009
C  0.55287  1.69891  2.24806  -0.402
C  1.85405  2.03481  2.62796  -0.105
C  2.30415  3.33462  2.48210  -0.082
C  1.46456  4.31151  1.95918  -0.073
C  0.16507  3.99568  1.60105  -0.069
C  -0.29265  2.69573  1.76571  -0.115
C  0.62586  -0.49194  3.96804  -0.360
C  1.47192  -1.58214  4.13569  -0.102
C  1.94626  -1.92581  5.39438  -0.092
C  1.57832  -1.18739  6.50678  -0.105
C  0.72564  -0.10135  6.35471  -0.094
C  0.24911  0.23728  5.09972  -0.106
P  1.59308  -0.13033  -0.11036  1.040
C  3.30164  0.14012  0.49014  -0.393
C  3.89662  -0.59809  1.51100  -0.116
C  5.17717  -0.29967  1.94390  -0.088
C  5.88542  0.73978  1.35292  -0.099
C  5.30557  1.47590  0.33118  -0.090
C  4.01642  1.18133  -0.09252  -0.102
C  1.83496  -1.56179  -1.21603  -0.367
C  2.98211  -2.35356  -1.24235  -0.090
C  3.05795  -3.44148  -2.10096  -0.094
C  1.99036  -3.75350  -2.93089  -0.082
C  0.84803  -2.96584  -2.92149  -0.046
C  0.78111  -1.86726  -2.07884  -0.096
H  -0.26330  -2.53897  2.01145  0.065
H  1.05791  -2.99519  0.93375  0.082
H  -0.45793  -2.34714  0.27331  0.049
H  2.50877  1.27427  3.03390  0.102
H  3.31872  3.58724  2.76683  0.101
H  1.83042  5.32237  1.82759  0.101
H  -0.49205  4.73508  1.16663  0.102
H  -1.32107  2.48266  1.49276  0.066
H  1.76381  -2.17038  3.27564  0.078
H  2.60707  -2.77757  5.50184  0.099
H  1.94932  -1.45400  7.48856  0.095
H  0.43063  0.48486  7.21645  0.098
H  -0.41524  1.08783  4.99169  0.106
H  3.33043  -1.39283  1.98050  0.087
H  5.62392  -0.87362  2.74695  0.099
H  6.88458  0.98085  1.69475  0.095
H  5.84866  2.29338  -0.12665  0.099
H  3.54878  1.78276  -0.86460  0.106
H  3.81595  -2.11892  -0.59420  0.090
H  3.95404  -4.05042  -2.11950  0.095
H  2.05083  -4.60912  -3.59266  0.099
H  0.00318  -3.18940  -3.56269  0.095
H  -0.12909  -1.27730  -2.07632  0.063
C  -2.24676  -3.07419  -5.65728  -0.120
C  -2.04410  -1.73020  -5.28483  -0.111
C  -2.18067  -1.35760  -3.97436  -0.078
C  -2.51428  -2.27965  -2.94905  -0.261
C  -2.57349  -1.83560  -1.58149  -0.152
C  -2.91768  -2.84290  -0.69126  -0.203
C  -3.17723  -4.18353  -1.05761  -0.121
C  -3.07772  -4.58419  -2.36010  -0.082
C  -2.73333  -3.63189  -3.34650  -0.210
C  -2.58948  -3.99696  -4.70737  -0.072
H  -2.13743  -3.37223  -6.69369  0.088
H  -1.77899  -0.99577  -6.03632  0.090
H  -2.02724  -0.32436  -3.68130  0.095
H  -2.99618  -2.62293  0.37520  0.065
H  -3.44752  -4.90275  -0.28870  0.085
H  -3.25486  -5.61405  -2.65338  0.093
H  -2.75801  -5.03350  -4.98498  0.099
C  -5.96963  4.43876  -1.39572  -0.045
N  -4.52200  4.44025  -1.41965  -0.074
C  -3.80653  5.40715  -2.06884  -0.089
C  -2.46756  5.36589  -2.11334  -0.013
C  -1.76603  4.26231  -1.44803  -0.555
O  -0.53076  4.19221  -1.48257  -0.032
N  -2.51478  3.33271  -0.79411  0.044
C  -3.85789  3.36367  -0.79572  -0.567
O  -4.55197  2.48382  -0.27192  -0.026
H  -6.33639  5.39428  -1.76876  0.078
H  -6.32302  4.28359  -0.37792  0.086
H  -6.36834  3.63056  -2.01169  0.091
H  -4.39450  6.18751  -2.53660  0.113
H  -1.89256  6.12095  -2.62732  0.095

F_max: 0.0075 hartree/bohr
electronic energy: -3142.76513 Ha
HOMO level: -0.1523 hartree
charge: -1
Kohn-Sham gap: 6.54 eV
ΔE to the lowest compared entry with this formula, charge and spin: 67.04 kJ/mol



3.
Here is a structure of composition C40H36BBrIN13O2S4Sr in a non-equilibrium geometry from the Open Molecules 2025 dataset. Energies are from ωB97M-V/def2-TZVPD.

Last column: Löwdin charge in e.
Positions of all 99 atoms, in Å:
Sr  0.40441  -1.13980  -0.62673  1.131
C  1.92951  -6.11475  2.97531  -0.486
S  2.24307  -4.52139  3.74276  0.751
C  1.04398  -3.46369  2.93790  -1.191
S  -0.30396  -4.12001  2.17288  0.545
N  1.39199  -2.22235  3.16485  -0.141
N  0.88745  -1.26811  2.32207  -0.014
C  0.81760  -0.11583  2.88063  -0.131
C  0.55827  1.13434  2.16008  -0.302
C  0.67234  2.33476  2.86865  -0.046
C  0.55211  3.53287  2.19046  -0.079
C  0.31694  3.50400  0.82663  -0.068
C  0.20261  2.26856  0.20446  -0.156
N  0.30899  1.11465  0.84830  0.033
H  2.61281  -6.81490  3.45895  0.015
H  2.13390  -6.06716  1.90754  0.004
H  0.90150  -6.43412  3.12845  -0.005
H  1.05183  -0.02923  3.94468  0.112
H  0.88236  2.30803  3.92943  0.106
H  0.66574  4.47247  2.71679  0.106
H  0.23313  4.40946  0.24311  0.102
H  0.03913  2.18882  -0.86310  0.106
C  -4.52448  8.19167  -0.79958  -0.110
O  -4.25797  7.15633  0.11240  -0.098
C  -4.89960  5.95943  -0.09757  -0.285
C  -5.98807  5.79348  -0.94283  -0.033
C  -6.57050  4.53367  -1.05856  -0.046
C  -6.05868  3.44871  -0.37055  -0.307
C  -4.97787  3.62850  0.48810  -0.032
C  -4.40634  4.87236  0.62584  0.005
N  -6.79833  2.20252  -0.42019  0.042
N  -6.21436  1.11142  -0.55722  0.047
C  -4.84517  1.00222  -0.86906  -0.268
C  -4.15830  1.86546  -1.69361  -0.049
C  -2.84023  1.63488  -2.05521  -0.008
C  -2.09681  0.54528  -1.56698  -0.406
O  -0.89626  0.33803  -1.90408  -0.251
C  -2.79554  -0.33006  -0.61201  -0.147
N  -2.07209  -1.29842  0.01444  0.006
C  -2.68050  -2.14994  0.79683  -0.161
C  -4.07455  -2.11297  1.00746  -0.048
C  -4.80815  -1.10678  0.46080  -0.018
C  -4.17073  -0.14989  -0.36226  -0.099
H  -3.80760  8.98204  -0.58437  0.087
H  -5.53954  8.58676  -0.67757  0.087
H  -4.39495  7.85265  -1.83226  0.095
H  -6.39499  6.62046  -1.50784  0.095
H  -7.42406  4.38840  -1.70830  0.107
H  -4.57477  2.78584  1.03493  0.125
H  -3.55978  5.02339  1.28073  0.117
H  -4.66522  2.72228  -2.12265  0.111
H  -2.34578  2.28977  -2.76143  0.109
H  -2.06472  -2.88857  1.29259  -0.025
H  -4.53328  -2.86717  1.63419  0.099
H  -5.87135  -1.01834  0.63946  0.100
C  5.01492  -3.17823  0.27698  -0.043
N  4.55708  -3.43606  -1.06569  -0.131
C  5.34531  -3.43849  -2.19372  -0.075
C  4.51093  -3.65129  -3.23850  -0.087
N  3.23169  -3.77627  -2.76062  -0.001
B  1.98356  -3.83732  -3.72996  -0.463
N  0.95671  -4.83278  -3.12808  -0.032
C  1.29447  -6.11982  -2.79858  -0.097
C  0.30626  -6.64258  -2.03760  -0.076
N  -0.65021  -5.65979  -1.91531  -0.132
C  -1.80748  -5.74042  -1.05830  -0.052
C  -0.24445  -4.55260  -2.58256  -0.790
S  -1.15555  -3.11431  -2.70573  0.560
C  3.26537  -3.64803  -1.42209  -0.710
S  1.98291  -3.79488  -0.30315  0.604
H  5.66711  -2.30414  0.27264  0.088
H  5.55323  -4.04131  0.67636  0.087
H  4.14371  -2.98981  0.90344  0.048
H  6.40063  -3.24788  -2.14960  0.107
H  4.70785  -3.68755  -4.29280  0.109
H  2.41372  -4.26918  -4.77852  0.066
H  1.49473  -2.75144  -3.83120  0.055
H  2.22965  -6.54454  -3.11248  0.115
H  0.20039  -7.59681  -1.55708  0.106
H  -2.31522  -6.69290  -1.21879  0.082
H  -2.47020  -4.91486  -1.31415  0.042
H  -1.50044  -5.64736  -0.01475  0.056
Br  4.07964  5.14099  0.01725  0.702
C  4.18462  4.42313  1.76530  -0.747
C  4.32995  5.32427  2.81471  -0.156
C  4.39086  4.86720  4.11683  -0.103
C  4.30759  3.50303  4.36911  -0.098
C  4.16680  2.61558  3.31987  -0.167
C  4.10404  3.05887  1.99439  -0.754
I  3.79911  1.63656  0.52083  1.121
H  4.38940  6.38135  2.59628  0.089
H  4.49690  5.57409  4.92827  0.096
H  4.34457  3.12872  5.38342  0.100
H  4.09294  1.55510  3.51680  0.093
N  2.69137  -0.32622  -1.45234  -0.062
C  3.52973  -0.23506  -2.26612  -0.449
N  4.56787  -0.13699  -3.00794  0.060
C  4.53474  0.31674  -4.23550  -0.440
N  4.63811  0.71328  -5.31908  0.051

F_max: 0.0301 hartree/bohr
electronic energy: -6928.46846 Ha
HOMO level: -0.0948 hartree
charge: -2
Kohn-Sham gap: 5.95 eV
ΔE to the lowest compared entry with this formula, charge and spin: 79.87 kJ/mol